Formula: C3H7ClN3
Source: the OMol25 dataset
Level of theory: ωB97M-V with the def2-TZVPD basis set

The calculation puts the HOMO energy at -0.4792 Eh. For the energy relative to the best compared isomer or geometry (same formula, charge and spin), the calculation gives 130.0 kJ/mol. For the HOMO-LUMO gap, the calculation gives 9.96 eV.

The geometry in ORCA input format:
```
! RIJCOSX wB97M-V def2-TZVPD def2/J DEFGRID3
* xyz 1 1
C 2.94982 0.44368 0.07390
C -0.88593 -0.30387 -0.09197
C -0.00173 -0.73570 -0.97506
N 1.91958 0.85960 0.37936
N -2.00515 -0.93812 0.37606
N -0.72864 1.08563 0.40268
Cl 4.41442 -0.05058 -0.27561
H -0.04228 -1.74068 -1.35145
H 0.74352 -0.09780 -1.40185
H 0.32021 1.20777 0.54907
H -2.22921 -0.86733 1.35804
H -2.14588 -1.86582 0.00865
H -1.03989 1.75455 -0.30999
H -1.26885 1.24868 1.25817
*
```

Atomic partial charges in e from the Mulliken method, atoms 1 to 8:
1. C 0.4545
2. C 0.5774
3. C -1.0046
4. N -0.4903
5. N -0.4777
6. N -0.2190
7. Cl -0.0333
8. H 0.2426